{
  "formula": "C3H3ClS",
  "method": "wB97M-V/def2-TZVPD",
  "species": ["Cl", "S", "C", "C", "C", "H", "H", "H"],
  "coordinates": [[-3.28, 0.13, -0.27], [-1.86, -0.69, 0.86], [2.07, 0.41, 0.74], [-0.12, -0.08, -0.53], [1.09, 0.27, 0.04], [2.94, 0.48, 1.34], [-0.65, 0.50, -1.17], [-0.18, -1.02, -1.00]],
  "lowdin_charge": [0.0117, 0.2236, 0.1516, -0.2567, -0.1995, 0.0276, 0.0043, 0.0373],
  "gap_ev": [8.18, 8.18],
  "e_above_lowest_kcal_mol": 52.7,
  "homo_ha": [-0.3298, -0.3298]
}